Record 1
Here is a structure of composition C40H30BClF6IN15O5S3SeSn from OMol25. Energies are from ωB97M-V/def2-TZVPD.

```
104
C40H30BClF6IN15O5S3SeSn, DFT ωB97M-V/def2-TZVPD
Sn -0.238 -0.592 -0.440
C -3.761 -0.663 1.167
C -3.130 0.678 1.174
C -3.622 1.850 1.757
C -2.650 2.797 1.525
N -1.652 2.216 0.840
N -1.937 0.923 0.643
B -0.324 2.841 0.387
N -0.123 2.660 -1.125
C 0.054 3.638 -2.025
C 0.096 3.073 -3.277
C -0.060 1.700 -3.059
C -0.108 0.637 -4.098
N -0.176 1.481 -1.755
N 0.813 2.160 1.161
C 1.238 2.410 2.406
C 2.275 1.547 2.687
C 2.404 0.763 1.538
C 3.395 -0.311 1.248
N 1.508 1.145 0.635
N -0.402 4.335 0.693
C -1.347 5.160 0.186
C -1.114 6.425 0.672
C 0.018 6.279 1.494
C 0.708 7.334 2.290
N 0.427 5.020 1.489
H -4.806 -0.599 1.461
H -3.227 -1.327 1.850
H -3.713 -1.074 0.162
H -4.558 1.984 2.260
H -2.617 3.826 1.828
H 0.151 4.664 -1.735
H 0.203 3.579 -4.214
H -0.925 0.842 -4.790
H -0.291 -0.333 -3.644
H 0.826 0.603 -4.665
H 0.803 3.195 2.988
H 2.857 1.472 3.586
H 4.302 0.122 0.829
H 2.971 -1.004 0.527
H 3.659 -0.851 2.155
H -2.112 4.785 -0.465
H -1.666 7.320 0.462
H 0.159 8.272 2.226
H 1.720 7.490 1.920
H 0.782 7.030 3.333
S 3.005 -3.961 7.148
N 3.171 -4.394 5.598
C 2.388 -3.624 4.860
C 2.246 -3.677 3.440
C 2.955 -4.583 2.650
C 2.759 -4.560 1.289
C 1.866 -3.628 0.767
N 1.196 -2.762 1.495
C 1.358 -2.772 2.818
C 0.633 -1.785 3.602
N -0.158 -0.935 2.940
C -0.750 0.020 3.618
C -0.609 0.200 4.995
C 0.166 -0.688 5.705
C 0.808 -1.711 5.003
C 1.672 -2.662 5.636
N 1.941 -2.763 6.929
H 3.627 -5.282 3.124
H 3.254 -5.252 0.627
H 1.681 -3.580 -0.292
H -1.375 0.689 3.048
H -1.098 1.029 5.480
H 0.308 -0.606 6.774
Cl 4.334 -3.409 -5.855
C 3.105 -3.158 -4.661
C 2.148 -4.128 -4.468
C 1.180 -3.952 -3.495
I -0.229 -5.449 -3.110
C 1.106 -2.825 -2.662
O 0.249 -2.712 -1.744
C 2.115 -1.809 -2.889
N 2.060 -0.718 -2.115
C 2.947 0.233 -2.270
C 3.993 0.149 -3.199
C 4.079 -0.958 -4.005
C 3.117 -1.982 -3.885
H 2.165 -5.033 -5.058
H 2.836 1.093 -1.624
H 4.718 0.948 -3.269
H 4.874 -1.060 -4.730
F -3.234 -4.182 -2.142
C -3.771 -3.094 -2.701
F -4.706 -2.661 -1.862
F -4.386 -3.483 -3.825
S -2.459 -1.786 -3.054
O -2.149 -1.347 -1.718
O -1.476 -2.462 -3.825
N -3.186 -0.667 -3.846
S -3.776 0.464 -2.899
O -4.656 -0.004 -1.882
O -2.888 1.530 -2.575
C -4.902 1.166 -4.236
F -5.552 2.279 -3.863
F -4.216 1.476 -5.339
F -5.832 0.273 -4.584
Se -1.578 -3.331 0.416
C -1.844 -3.694 2.157
N -2.041 -3.920 3.276
```

## Properties
2S+1 ... 2
Gap between HOMO and LUMO (alpha / beta) ... 0.225 / 0.172 Ha
Net charge ... -1
<S²> ... 0.759
E_HOMO (alpha / beta) ... -0.1830 / -0.1827 Eh
Lowest unoccupied orbital energy (alpha / beta) ... 1.150 / -0.281 eV

Record 2
Here is a structure of composition C40H30Br2I2N6O5STl from OMol25. Energies are from ωB97M-V/def2-TZVPD.

```
87
C40H30Br2I2N6O5STl, DFT ωB97M-V/def2-TZVPD
Tl 0.282 0.331 -0.597
I -4.528 2.258 -6.323
C -3.171 2.348 -4.697
C -1.913 2.880 -4.902
C -1.042 2.913 -3.841
I 0.903 3.692 -4.132
C -1.337 2.420 -2.548
O -0.487 2.448 -1.604
C -2.660 1.908 -2.400
C -3.000 1.321 -1.061
N -2.257 0.082 -0.853
C -2.579 -0.954 -1.816
C -1.700 -0.896 -3.036
C -2.083 -1.470 -4.248
C -1.215 -1.414 -5.322
C -0.001 -0.760 -5.177
C 0.297 -0.216 -3.942
N -0.521 -0.310 -2.908
C -3.545 1.869 -3.454
H -1.621 3.259 -5.870
H -2.694 2.009 -0.267
H -4.085 1.147 -0.990
H -2.449 -0.274 0.088
H -2.397 -1.918 -1.332
H -3.636 -0.909 -2.125
H -3.041 -1.960 -4.340
H -1.480 -1.873 -6.265
H 0.703 -0.690 -5.990
H 1.226 0.312 -3.768
H -4.536 1.457 -3.313
Br 2.001 -2.203 -1.951
C 3.501 -1.046 -2.218
C 4.645 -1.643 -2.681
C 5.771 -0.882 -3.008
C 5.718 0.474 -2.873
C 4.575 1.111 -2.348
C 4.586 2.507 -2.153
C 3.521 3.134 -1.578
C 2.395 2.389 -1.202
C 2.314 1.036 -1.414
C 3.413 0.349 -1.983
H 4.664 -2.713 -2.807
H 6.660 -1.376 -3.372
H 6.561 1.089 -3.155
H 5.465 3.061 -2.454
H 3.531 4.202 -1.413
H 1.555 2.905 -0.769
N -3.187 2.214 7.465
C -2.812 1.552 6.302
C -3.117 2.087 5.049
C -2.790 1.395 3.898
C -2.150 0.176 3.985
C -1.848 -0.370 5.217
C -2.180 0.309 6.372
S -1.644 -0.666 2.490
O -2.849 -0.932 1.730
O -0.894 -1.826 2.891
N -0.779 0.416 1.640
C 0.255 0.965 2.252
N 1.147 1.574 1.442
C 2.222 2.092 1.991
C 2.439 2.066 3.361
C 1.436 1.476 4.118
N 0.358 0.942 3.589
H -3.320 3.211 7.372
H -2.667 1.961 8.292
H -3.603 3.052 4.993
H -3.010 1.795 2.921
H -1.331 -1.315 5.243
H -1.941 -0.108 7.342
H 2.937 2.543 1.311
H 3.335 2.471 3.802
H 1.485 1.430 5.201
Br 2.483 -2.499 3.222
C 1.381 -3.811 2.445
C 1.441 -5.099 2.957
C 0.627 -6.086 2.432
C -0.260 -5.783 1.411
C -0.308 -4.500 0.902
C 0.521 -3.503 1.403
C 0.473 -2.150 0.757
O 1.406 -1.350 0.938
O -0.476 -1.937 -0.034
H 2.126 -5.325 3.761
H 0.681 -7.092 2.824
H -0.909 -6.552 1.014
H -0.988 -4.230 0.107
```

## Properties
Gap between HOMO and LUMO ... 0.256 Ha
Net charge ... -1
E_HOMO ... -0.1785 Eh
Energy above the lowest of the compared OMol25 structures with the same formula, charge and spin ... 57.0 kJ/mol
Lowest unoccupied orbital energy ... 2.122 eV

Record 3
Here is a structure of composition C40H30F10IN5PPd from OMol25. Energies are from ωB97M-V/def2-TZVPD.

```
88
C40H30F10IN5PPd, DFT ωB97M-V/def2-TZVPD
Pd 0.040 1.645 0.240
C -0.160 2.397 3.410
N 0.040 1.311 2.470
C 1.352 0.691 2.641
C 2.485 1.514 2.008
N 2.222 1.657 0.601
C 3.136 1.622 -0.344
C 2.677 1.727 -1.696
F 1.334 1.913 -1.872
C 3.482 1.630 -2.804
F 2.956 1.700 -4.040
C 4.859 1.466 -2.655
F 5.665 1.361 -3.739
C 5.376 1.419 -1.367
F 6.708 1.277 -1.197
C 4.559 1.516 -0.257
F 5.182 1.514 0.958
C -1.047 0.337 2.534
C -2.352 0.782 1.852
N -2.077 1.349 0.556
C -2.951 1.388 -0.428
C -4.332 1.017 -0.441
F -4.912 0.493 0.674
C -5.143 1.186 -1.546
F -6.434 0.799 -1.485
C -4.662 1.751 -2.723
F -5.466 1.956 -3.794
C -3.321 2.123 -2.770
F -2.820 2.674 -3.892
C -2.521 1.947 -1.670
F -1.218 2.371 -1.742
H -0.054 2.043 4.449
H -1.159 2.813 3.290
H 0.573 3.185 3.235
H 1.336 -0.281 2.138
H 1.569 0.538 3.712
H 3.422 0.990 2.220
H 2.533 2.503 2.491
H -1.267 0.053 3.578
H -0.703 -0.551 2.004
H -2.885 1.513 2.479
H -2.986 -0.112 1.781
I -2.856 4.382 1.406
C -1.134 4.564 0.175
C -1.179 5.564 -0.771
C -0.006 5.903 -1.428
C 1.169 5.280 -1.007
C 1.103 4.306 -0.037
N -0.048 3.867 0.518
H -2.107 6.074 -0.977
H -0.006 6.672 -2.185
H 2.129 5.560 -1.416
H 2.008 3.866 0.358
N 0.104 -0.432 -0.419
P -0.001 -1.938 -0.199
C 1.597 -2.887 -0.258
C 2.742 -2.122 -0.425
C 3.987 -2.723 -0.493
C 4.090 -4.102 -0.397
C 2.950 -4.872 -0.229
C 1.708 -4.268 -0.158
C -0.994 -2.846 -1.468
C -1.256 -2.137 -2.632
C -1.977 -2.716 -3.662
C -2.435 -4.018 -3.535
C -2.180 -4.731 -2.374
C -1.466 -4.148 -1.343
C -0.734 -2.687 1.340
C -2.119 -2.749 1.468
C -2.692 -3.134 2.665
C -1.892 -3.460 3.748
C -0.514 -3.404 3.627
C 0.062 -3.016 2.432
H 2.628 -1.047 -0.504
H 4.880 -2.125 -0.616
H 5.057 -4.584 -0.451
H 3.028 -5.948 -0.149
H 0.823 -4.872 -0.021
H -0.891 -1.119 -2.695
H -2.184 -2.160 -4.567
H -3.002 -4.479 -4.334
H -2.543 -5.747 -2.269
H -1.297 -4.706 -0.432
H -2.740 -2.490 0.620
H -3.767 -3.186 2.752
H -2.342 -3.771 4.680
H 0.116 -3.670 4.463
H 1.140 -2.968 2.338
```

## Properties
Gap between HOMO and LUMO (alpha / beta) ... 0.223 / 0.223 Ha
Net charge ... -1
E_HOMO (alpha / beta) ... -0.1513 / -0.1513 Eh
Lowest unoccupied orbital energy (alpha / beta) ... 1.958 / 1.959 eV

Record 4
Here is a structure of composition C40H30F3OPSbTc from OMol25. Energies are from ωB97M-V/def2-TZVPD.

```
77
C40H30F3OPSbTc, DFT ωB97M-V/def2-TZVPD
Tc 0.369 0.194 0.310
C 2.442 -0.089 5.604
C 1.474 0.896 5.789
C 0.522 1.141 4.810
C 0.536 0.366 3.653
C 1.511 -0.627 3.462
C 2.465 -0.854 4.441
P -0.723 0.525 2.401
C -1.565 2.089 2.609
C -2.962 2.178 2.660
C -3.562 3.416 2.860
C -2.777 4.559 2.988
C -1.388 4.479 2.898
C -0.779 3.246 2.711
C -1.836 -0.875 2.513
C -2.721 -1.156 3.523
C -3.435 -2.372 3.497
C -3.236 -3.275 2.480
C -2.315 -3.003 1.443
C -2.042 -3.919 0.384
C -1.124 -3.630 -0.609
C -0.443 -2.409 -0.604
C -0.686 -1.483 0.420
C -1.627 -1.779 1.468
H 3.182 -0.265 6.375
H 1.463 1.481 6.702
H -0.228 1.911 4.964
H 1.497 -1.257 2.576
H 3.214 -1.629 4.308
H -3.581 1.290 2.565
H -4.646 3.485 2.941
H -3.250 5.520 3.173
H -0.780 5.372 3.012
H 0.307 3.182 2.697
H -2.851 -0.474 4.359
H -4.130 -2.601 4.297
H -3.773 -4.220 2.477
H -2.567 -4.871 0.366
H -0.923 -4.350 -1.394
H 0.271 -2.199 -1.404
F -2.135 7.349 -0.408
C -1.982 6.083 -0.562
C -3.127 5.269 -0.521
C -2.963 3.915 -0.661
C -1.669 3.389 -0.889
C -0.525 4.237 -0.900
C -0.676 5.590 -0.749
Sb -1.487 1.322 -1.260
C -3.443 0.632 -1.463
C -4.093 -0.086 -0.456
C -5.411 -0.473 -0.639
C -6.039 -0.135 -1.824
F -7.292 -0.516 -2.007
C -5.411 0.574 -2.832
C -4.097 0.965 -2.650
C -0.615 1.088 -3.150
C -1.007 -0.021 -3.907
C -0.455 -0.218 -5.164
C 0.474 0.695 -5.632
F 0.994 0.513 -6.831
C 0.878 1.797 -4.899
C 0.330 1.995 -3.643
H -4.107 5.721 -0.384
H -3.833 3.269 -0.637
H 0.475 3.841 -1.038
H 0.166 6.277 -0.777
H -3.592 -0.342 0.469
H -5.956 -1.031 0.117
H -5.953 0.810 -3.743
H -3.596 1.517 -3.440
H -1.735 -0.731 -3.532
H -0.737 -1.061 -5.785
H 1.599 2.488 -5.323
H 0.628 2.871 -3.078
O 1.935 0.472 -1.237
H 1.818 0.574 -2.204
H 2.884 0.318 -1.071
```

## Properties
2S+1 ... 4
Gap between HOMO and LUMO (alpha / beta) ... 0.242 / 0.136 Ha
Net charge ... +3
<S²> ... 3.825
E_HOMO (alpha / beta) ... -0.5861 / -0.5997 Eh
Energy above the lowest of the compared OMol25 structures with the same formula, charge and spin ... 64.4 kJ/mol
Lowest unoccupied orbital energy (alpha / beta) ... -9.361 / -12.623 eV

Record 5
Here is a structure of composition C40H31ClF4N6PSeW from OMol25. Energies are from ωB97M-V/def2-TZVPD.

```
85
C40H31ClF4N6PSeW, DFT ωB97M-V/def2-TZVPD
W -15.803 -1.917 -8.827
C -16.810 -1.881 -11.890
N -16.579 -0.881 -10.762
C -17.820 -0.078 -10.684
C -15.508 0.077 -11.144
C -14.115 -0.449 -10.801
N -14.096 -1.303 -9.617
C -12.744 -1.615 -9.164
C -12.207 -1.008 -8.036
F -12.816 0.002 -7.398
C -10.975 -1.440 -7.571
F -10.440 -0.823 -6.524
C -10.277 -2.507 -8.174
C -10.769 -2.970 -9.395
F -10.084 -3.831 -10.084
C -11.989 -2.513 -9.834
F -12.446 -2.868 -11.068
H -15.894 -2.387 -12.135
H -17.332 -1.382 -12.756
H -17.402 -2.672 -11.477
H -17.977 0.416 -11.648
H -17.797 0.658 -9.923
H -18.645 -0.746 -10.432
H -15.623 1.016 -10.575
H -15.560 0.221 -12.216
H -13.408 0.381 -10.727
H -13.704 -1.047 -11.648
H -9.325 -2.782 -7.823
Cl -16.001 -4.246 -9.947
C -14.339 -4.758 -9.430
C -13.575 -5.403 -10.387
C -12.324 -5.862 -9.972
C -11.982 -5.800 -8.640
C -12.738 -5.167 -7.707
C -13.936 -4.552 -8.157
P -14.590 -3.221 -7.101
C -15.591 -3.672 -4.539
C -14.570 -4.138 -3.777
C -13.918 -5.331 -4.040
C -14.388 -6.177 -5.039
C -15.381 -5.751 -5.888
C -15.917 -4.418 -5.758
C -16.359 -2.391 -4.264
C -15.794 -1.180 -3.894
C -16.625 -0.132 -3.450
C -18.004 -0.349 -3.366
C -18.599 -1.545 -3.730
C -17.747 -2.573 -4.151
H -13.902 -5.548 -11.370
H -11.757 -6.430 -10.677
H -11.041 -6.224 -8.272
H -12.399 -4.915 -6.704
H -14.274 -3.528 -2.936
H -13.063 -5.622 -3.461
H -13.896 -7.092 -5.251
H -15.784 -6.371 -6.657
H -16.862 -4.342 -6.253
H -14.752 -1.063 -4.142
H -16.221 0.855 -3.161
H -18.652 0.493 -3.110
H -19.686 -1.717 -3.722
H -18.171 -3.536 -4.446
Se -21.310 1.907 -5.015
N -19.657 2.301 -5.484
C -19.236 1.291 -6.220
C -17.908 1.241 -6.817
C -17.060 2.360 -6.906
C -15.832 2.243 -7.520
C -15.449 1.009 -8.017
N -16.238 -0.066 -7.965
C -17.467 0.025 -7.334
C -18.383 -1.054 -7.403
N -17.871 -2.180 -8.019
C -18.564 -3.310 -8.041
C -19.846 -3.366 -7.501
C -20.455 -2.224 -7.011
C -19.692 -1.011 -6.957
C -20.110 0.195 -6.316
N -21.311 0.324 -5.785
H -17.405 3.293 -6.450
H -15.190 3.078 -7.720
H -14.520 0.905 -8.467
H -18.099 -4.137 -8.561
H -20.407 -4.317 -7.564
H -21.474 -2.253 -6.604
```

## Properties
2S+1 ... 3
Gap between HOMO and LUMO (alpha / beta) ... 0.242 / 0.231 Ha
Net charge ... +3
<S²> ... 2.073
E_HOMO (alpha / beta) ... -0.5920 / -0.6011 Eh
Energy above the lowest of the compared OMol25 structures with the same formula, charge and spin ... 124.6 kJ/mol
Lowest unoccupied orbital energy (alpha / beta) ... -9.528 / -10.064 eV

Looking at max |F| for the records above, in order, we have 2.44 1.68 2.36 1.33 2.63 eV Å⁻¹.